# 1
Molecular formula: C6H18BCoF4O6
Method: DFT, the ωB97M-V functional and the def2-TZVPD basis

The geometry in XYZ format:
```
36
Properties=species:S:1:pos:R:3:nbo_charge:R:1
Co -0.04 -0.20 -0.07 0.972
B 4.06 -1.89 -3.07 1.282
F 2.82 -1.53 -2.45 -0.505
F 4.88 -0.81 -3.29 -0.185
F 4.78 -2.62 -2.27 -0.224
F 3.77 -2.60 -4.22 -0.367
C -2.72 -3.84 1.05 -0.095
C -2.78 -2.92 2.32 -0.092
O -2.46 -1.50 1.93 -0.766
O -1.60 -3.52 0.22 -0.747
H -3.46 -3.70 0.27 0.191
H -2.63 -4.90 1.31 0.186
H -2.23 -3.16 3.23 0.192
H -3.84 -2.79 2.58 0.189
H -2.91 -0.95 2.57 0.476
H -1.45 -4.30 -0.32 0.475
C 2.25 2.16 2.73 -0.081
C 2.39 0.77 3.48 -0.083
O 2.12 -0.18 2.42 -0.769
O 0.92 2.36 2.24 -0.751
H 2.91 2.24 1.87 0.173
H 2.59 2.99 3.35 0.181
H 1.69 0.60 4.30 0.188
H 3.44 0.58 3.73 0.188
H 2.31 -1.08 2.71 0.479
H 0.69 3.29 2.18 0.487
C -2.36 2.70 -2.75 -0.093
C -1.00 3.14 -3.30 -0.089
O 0.03 2.93 -2.29 -0.742
O -2.20 1.31 -2.45 -0.741
H -3.06 2.83 -3.58 0.183
H -2.62 3.19 -1.82 0.178
H -1.14 4.16 -3.63 0.178
H -0.71 2.62 -4.21 0.181
H 0.64 3.67 -2.34 0.480
H -3.10 0.99 -2.44 0.473
```

## Properties
* LUMO energy (spin up / spin down): -4.395 / -10.048 eV
* multiplicity: 4
* relative energy (zero: lowest compared OMol25 entry of this formula, charge and spin): 838.5 kJ/mol
* total charge: +1
* orbital gap (spin up / spin down): 8.60 / 2.77 eV
* DFT total energy: -2497.5419 hartree



# 2
Molecular formula: C28H37CoN9O4PSSi
Method: DFT, the ωB97M-V functional and the def2-TZVPD basis

The geometry in XYZ format:
```
82
Properties=species:S:1:pos:R:3:lowdin_charge:R:1
Co 0.13 1.10 -1.20 0.712
N 1.97 4.49 0.35 0.043
C 2.20 3.26 -0.10 -0.138
N 1.09 2.80 -0.66 0.051
C 0.18 3.82 -0.50 -0.304
N 0.69 4.87 0.11 0.137
C -1.16 3.60 -0.98 -0.223
C -2.18 4.52 -0.90 -0.109
N -3.40 4.33 -1.38 0.065
C -3.56 3.12 -2.01 -0.153
C -2.61 2.17 -2.08 -0.175
N -1.36 2.34 -1.54 -0.066
H 2.60 5.12 0.82 0.168
H 3.13 2.73 0.01 0.090
H -1.98 5.47 -0.42 0.118
H -4.53 2.95 -2.46 0.102
H -2.80 1.23 -2.58 0.091
S 3.67 -0.01 0.22 0.749
C 2.11 -0.50 0.00 -0.959
N 0.41 -4.90 -1.55 0.203
C 1.33 -4.45 -2.43 -0.467
N 1.65 -5.21 -3.49 0.188
N 1.90 -3.27 -2.31 0.148
C 1.93 -2.58 -1.23 -0.134
N 1.67 -1.44 -0.83 0.093
H 0.14 -5.87 -1.56 0.118
H 0.37 -4.44 -0.64 0.078
H 1.07 -5.98 -3.76 0.116
H 2.19 -4.78 -4.22 0.123
C 2.61 -0.65 3.69 -0.088
C 1.40 0.29 3.52 -0.592
C 0.56 0.16 4.81 -0.073
C 1.93 1.72 3.34 -0.075
Si 0.29 -0.21 2.10 0.683
O 1.04 0.14 0.58 -0.273
C -1.28 0.76 1.87 -0.220
C -1.68 1.87 2.62 -0.073
C -2.88 2.52 2.36 -0.055
C -3.72 2.05 1.37 -0.060
C -3.37 0.94 0.63 -0.085
C -2.16 0.31 0.87 -0.141
C -0.09 -2.04 2.12 -0.207
C -1.38 -2.47 2.42 -0.078
C -1.69 -3.83 2.48 -0.065
C -0.71 -4.77 2.23 -0.080
C 0.59 -4.36 1.93 -0.100
C 0.89 -3.01 1.88 -0.111
H 3.17 -0.35 4.57 0.093
H 3.29 -0.62 2.83 0.033
H 2.30 -1.68 3.85 0.075
H 1.20 0.37 5.67 0.093
H 0.17 -0.84 4.93 0.084
H -0.28 0.86 4.86 0.067
H 2.54 2.00 4.21 0.094
H 1.14 2.46 3.25 0.068
H 2.57 1.78 2.46 0.048
H -1.05 2.26 3.40 0.086
H -3.16 3.38 2.95 0.113
H -4.66 2.56 1.17 0.116
H -4.02 0.57 -0.15 0.109
H -1.91 -0.59 0.31 0.088
H -2.17 -1.75 2.62 0.103
H -2.70 -4.14 2.73 0.110
H -0.94 -5.83 2.29 0.108
H 1.37 -5.09 1.77 0.111
H 1.91 -2.72 1.66 0.099
C -0.29 2.23 -4.77 -0.069
O -0.64 0.87 -4.43 -0.279
P 0.21 0.08 -3.36 0.686
O -0.47 -1.36 -3.39 -0.283
C -1.77 -1.52 -2.84 -0.096
O 1.59 -0.21 -4.06 -0.260
C 2.86 0.06 -3.44 -0.095
H 0.72 2.25 -5.16 0.089
H -0.40 2.87 -3.90 0.070
H -0.99 2.53 -5.56 0.100
H -1.94 -2.59 -2.75 0.094
H -2.52 -1.07 -3.49 0.092
H -1.82 -1.07 -1.84 0.055
H 3.25 -0.86 -3.01 0.071
H 2.76 0.82 -2.67 0.052
H 3.52 0.41 -4.23 0.100
```

## Properties
* LUMO energy (spin up / spin down): -2.509 / -3.639 eV
* multiplicity: 6
* relative energy (zero: lowest compared OMol25 entry of this formula, charge and spin): 95.2 kJ/mol
* total charge: +1
* orbital gap (spin up / spin down): 5.42 / 7.40 eV
* DFT total energy: -4294.6036 hartree



# 3
Molecular formula: C43H51ClF4N3O8
Method: DFT, the ωB97M-V functional and the def2-TZVPD basis

The geometry in XYZ format:
```
110
Properties=species:S:1:pos:R:3:lowdin_charge:R:1
Cl -17.31 -27.56 -11.65 0.595
O -16.97 -27.96 -10.27 -0.391
O -18.38 -26.64 -11.62 -0.320
O -16.14 -26.96 -12.24 -0.379
O -17.72 -28.67 -12.43 -0.366
N -19.32 -24.85 -14.70 0.087
C -18.25 -25.68 -14.95 -0.120
C -17.20 -25.30 -15.83 -0.084
C -17.22 -24.03 -16.43 -0.094
C -18.33 -23.21 -16.27 -0.094
C -19.38 -23.69 -15.46 -0.139
H -18.15 -26.66 -14.51 0.068
H -16.37 -25.97 -15.98 0.084
H -16.37 -23.69 -17.01 0.091
H -18.36 -22.27 -16.79 0.086
H -20.32 -23.17 -15.40 0.085
N -15.16 -25.21 -7.06 0.084
C -15.94 -26.34 -7.28 -0.159
C -15.90 -27.45 -6.54 -0.094
C -15.00 -27.52 -5.46 -0.076
C -14.23 -26.41 -5.18 -0.104
C -14.28 -25.28 -5.99 -0.122
H -16.68 -26.24 -8.05 0.078
H -16.62 -28.22 -6.80 0.113
H -14.74 -28.42 -4.92 0.100
H -13.54 -26.55 -4.35 0.093
H -13.74 -24.37 -5.79 0.094
N -18.64 -28.57 -16.04 0.077
C -18.09 -29.80 -15.88 -0.125
C -17.58 -30.68 -16.82 -0.071
C -17.41 -30.17 -18.11 -0.099
C -17.91 -28.90 -18.39 -0.054
C -18.63 -28.19 -17.34 -0.109
H -18.11 -30.03 -14.82 0.099
H -17.18 -31.65 -16.57 0.081
H -17.01 -30.77 -18.90 0.097
H -17.85 -28.52 -19.40 0.087
H -19.09 -27.24 -17.58 0.100
C -19.31 -26.13 -8.59 -0.194
O -20.54 -25.94 -9.25 -0.107
H -19.39 -25.63 -7.63 0.069
H -19.06 -27.17 -8.37 0.072
H -18.50 -25.62 -9.12 0.066
H -21.21 -26.23 -8.62 0.066
C -20.97 -29.34 -11.04 -0.160
O -21.81 -28.22 -10.89 -0.113
H -21.60 -30.23 -10.94 0.078
H -20.44 -29.30 -11.99 0.052
H -20.16 -29.28 -10.32 0.075
H -22.51 -28.47 -10.28 0.064
C -21.60 -29.01 -14.65 -0.177
O -20.91 -27.95 -14.04 -0.125
H -21.95 -29.70 -13.88 0.065
H -22.51 -28.59 -15.08 0.073
H -21.02 -29.44 -15.46 0.058
H -20.02 -28.31 -13.93 0.028
C -14.06 -24.84 -14.48 -0.140
O -13.95 -24.43 -15.86 -0.128
H -14.20 -23.97 -13.84 0.088
H -14.77 -25.65 -14.36 0.046
H -13.13 -25.31 -14.17 0.061
H -13.73 -25.24 -16.33 0.064
F -10.35 -28.14 -12.69 0.082
C -11.20 -28.43 -13.65 -0.289
C -12.51 -28.00 -13.52 -0.019
C -13.48 -28.25 -14.47 -0.094
C -13.06 -28.75 -15.71 -0.102
C -11.76 -29.31 -15.85 -0.073
C -10.77 -29.18 -14.81 0.012
H -12.70 -27.51 -12.57 0.098
H -14.50 -27.93 -14.32 0.096
H -13.81 -28.92 -16.47 0.091
H -11.56 -29.88 -16.75 0.088
H -9.74 -29.50 -14.89 0.097
F -11.21 -31.02 -7.17 0.059
C -12.02 -30.59 -8.14 -0.302
C -11.97 -31.16 -9.41 -0.002
C -12.98 -30.75 -10.35 -0.049
C -13.87 -29.69 -10.04 -0.087
C -13.80 -29.08 -8.82 -0.080
C -12.88 -29.53 -7.91 -0.023
H -11.24 -31.87 -9.75 0.103
H -13.13 -31.29 -11.27 0.086
H -14.63 -29.34 -10.72 0.084
H -14.51 -28.30 -8.55 0.087
H -12.89 -29.01 -6.97 0.103
F -16.99 -33.87 -11.67 0.053
C -16.44 -33.10 -12.63 -0.270
C -15.99 -31.83 -12.36 -0.023
C -15.36 -31.07 -13.30 -0.086
C -15.09 -31.58 -14.56 -0.089
C -15.49 -32.90 -14.89 -0.081
C -16.11 -33.66 -13.87 -0.019
H -16.28 -31.47 -11.38 0.126
H -15.20 -30.01 -13.15 0.092
H -14.57 -31.00 -15.30 0.081
H -15.36 -33.33 -15.87 0.094
H -16.27 -34.72 -14.04 0.103
F -12.26 -21.52 -10.66 0.038
C -12.58 -22.84 -10.61 -0.283
C -11.58 -23.78 -10.71 -0.030
C -11.95 -25.12 -10.77 -0.077
C -13.29 -25.50 -10.61 -0.096
C -14.29 -24.55 -10.47 -0.069
C -13.91 -23.22 -10.39 -0.011
H -10.54 -23.49 -10.74 0.109
H -11.24 -25.91 -10.94 0.094
H -13.59 -26.53 -10.75 0.081
H -15.31 -24.91 -10.35 0.105
H -14.67 -22.47 -10.27 0.112
```

## Properties
* LUMO energy: 2.206 eV
* multiplicity: 1
* total charge: -1
* orbital gap: 8.94 eV
* DFT total energy: -3294.6288 hartree



# 4
Molecular formula: C9H9N3O2
Method: DFT, the ωB97M-V functional and the def2-TZVPD basis

The geometry in XYZ format:
```
23
Properties=species:S:1:pos:R:3:nbo_charge:R:1
O 1.85 1.90 -0.96 -0.589
C 1.11 1.67 0.01 0.665
C 1.55 1.28 1.39 -0.400
C 0.68 0.78 2.25 0.076
N -0.67 0.76 1.98 -0.592
C -1.19 1.22 0.82 0.786
O -2.40 1.01 0.65 -0.641
N -0.30 1.70 -0.12 -0.644
H 2.63 1.40 1.63 0.251
H 0.92 0.47 3.30 0.227
H -1.40 0.38 2.55 0.436
H -0.63 2.15 -0.95 0.433
C -0.30 -1.01 -2.26 -0.174
C -1.44 -1.34 -1.56 -0.255
C -1.30 -1.74 -0.20 0.043
N -0.11 -1.69 0.44 -0.454
C 0.98 -1.36 -0.29 0.007
C 0.98 -1.11 -1.66 -0.249
H -0.33 -0.79 -3.29 0.212
H -2.34 -1.22 -2.07 0.221
H -2.14 -2.01 0.47 0.207
H 1.98 -1.56 0.16 0.199
H 1.86 -0.89 -2.28 0.234
```

## Properties
* LUMO energy: 0.702 eV
* multiplicity: 1
* relative energy (zero: lowest compared OMol25 entry of this formula, charge and spin): 116.6 kJ/mol
* SMILES: O=c1cc[nH]c(=O)[nH]1.c1ccncc1
* total charge: 0
* orbital gap: 10.06 eV
* DFT total energy: -663.1248 hartree



# 5
Molecular formula: C3H9ClSSi
Method: DFT, the ωB97M-V functional and the def2-TZVPD basis

The geometry in XYZ format:
```
15
Properties=species:S:1:pos:R:3:nbo_charge:R:1
C -1.54 1.46 -1.09 -0.632
C -1.42 0.52 0.12 -0.504
C 0.30 -1.75 0.90 -0.780
Si 2.29 -0.68 0.03 0.940
S -1.00 -1.29 -0.22 0.148
Cl 2.17 1.09 0.84 -0.363
H -1.29 2.49 -0.75 0.214
H -0.63 1.40 -1.75 0.218
H -2.50 1.56 -1.50 0.217
H -2.41 0.62 0.56 0.215
H -0.57 0.84 0.77 0.220
H 0.23 -1.28 1.90 0.221
H 0.27 -2.81 0.87 0.225
H 3.33 -1.57 0.69 -0.186
H 2.79 -0.60 -1.37 -0.152
```

## Properties
* LUMO energy: 0.539 eV
* multiplicity: 1
* relative energy (zero: lowest compared OMol25 entry of this formula, charge and spin): 195.5 kJ/mol
* total charge: 0
* orbital gap: 8.24 eV
* DFT total energy: -1267.5218 hartree



# 6
Molecular formula: C33H58BrN14O2P2
Method: DFT, the ωB97M-V functional and the def2-TZVPD basis

The geometry in XYZ format:
```
110
Properties=species:S:1:pos:R:3:lowdin_charge:R:1
C -1.97 -1.12 -2.01 -0.178
C -0.80 -0.13 -1.78 -0.407
P -1.16 1.39 -0.79 0.980
C -2.94 1.83 -0.95 -0.264
N -0.83 0.84 0.94 -0.434
C -0.85 1.99 1.90 -0.287
C 0.11 1.69 3.05 -0.159
C 0.84 2.92 3.61 -0.211
O 2.10 3.11 3.03 -0.175
C 2.03 3.33 1.64 -0.106
P -1.83 -0.62 1.39 0.609
O -0.66 -1.63 1.99 -0.337
Br -3.04 -0.11 3.19 0.385
H -2.01 -1.46 -3.03 0.024
H -1.79 -2.01 -1.43 0.048
H -2.94 -0.76 -1.71 0.042
H -0.05 -0.66 -1.19 0.039
H -0.28 0.14 -2.69 0.066
H -3.12 1.86 -2.02 0.057
H -3.57 1.04 -0.55 0.027
H -3.15 2.78 -0.50 -0.005
H 0.15 0.53 0.89 0.048
H -0.50 2.85 1.34 0.082
H -1.84 2.24 2.23 0.022
H -0.44 1.21 3.85 0.088
H 0.90 1.00 2.77 0.113
H 1.02 2.70 4.65 0.103
H 0.23 3.82 3.59 0.106
H 1.74 2.44 1.08 0.054
H 3.01 3.62 1.28 0.107
H 1.32 4.11 1.37 0.068
H 0.22 -1.37 1.70 0.042
C -0.85 -4.50 -4.69 -0.091
C -0.09 -3.40 -4.11 -0.257
N 0.51 -2.53 -3.67 0.140
H -1.18 -4.23 -5.69 0.082
H -0.23 -5.39 -4.75 0.088
H -1.72 -4.72 -4.08 0.011
C -6.11 4.45 1.71 -0.040
C -4.76 3.88 1.76 -0.233
N -3.71 3.43 1.79 0.154
H -6.08 5.47 2.10 0.091
H -6.45 4.48 0.68 0.090
H -6.78 3.85 2.30 0.089
C 4.09 -1.91 -3.58 -0.075
C 5.45 -2.39 -3.37 -0.281
N 6.52 -2.76 -3.21 0.148
H 3.96 -0.94 -3.10 0.077
H 3.89 -1.81 -4.64 0.085
H 3.38 -2.61 -3.15 0.057
C 6.49 -6.09 -3.63 -0.085
C 6.49 -7.11 -4.67 -0.288
N 6.49 -7.91 -5.49 0.124
H 6.11 -6.52 -2.70 0.079
H 7.50 -5.73 -3.46 0.080
H 5.87 -5.26 -3.93 0.046
C 3.98 -2.12 0.33 -0.046
C 3.18 -0.91 0.22 -0.258
N 2.56 0.04 0.11 0.159
H 3.41 -2.97 -0.04 0.088
H 4.89 -2.02 -0.26 0.085
H 4.25 -2.30 1.37 0.086
C -1.76 5.68 -2.37 -0.064
C -3.07 6.04 -1.81 -0.287
N -4.08 6.29 -1.36 0.122
H -1.29 4.95 -1.71 0.061
H -1.89 5.23 -3.35 0.083
H -1.12 6.55 -2.45 0.082
C -4.57 -6.58 -1.98 -0.074
C -3.63 -6.65 -3.10 -0.291
N -2.94 -6.72 -4.01 0.152
H -5.54 -6.95 -2.30 0.083
H -4.20 -7.18 -1.16 0.061
H -4.66 -5.54 -1.66 0.078
C 2.45 0.94 6.12 -0.068
C 3.30 -0.20 6.48 -0.284
N 3.96 -1.09 6.75 0.144
H 2.59 1.75 6.85 0.095
H 2.72 1.30 5.13 0.044
H 1.41 0.64 6.13 0.082
C 4.72 0.86 3.27 -0.070
C 5.72 0.46 2.27 -0.280
N 6.50 0.15 1.50 0.149
H 3.99 0.06 3.39 0.070
H 5.21 1.05 4.22 0.090
H 4.21 1.76 2.94 0.062
C 1.61 6.63 2.07 -0.082
C 1.65 6.86 0.63 -0.279
N 1.66 7.03 -0.50 0.134
H 0.75 6.01 2.32 0.047
H 2.52 6.12 2.39 0.088
H 1.54 7.58 2.60 0.085
C -1.90 5.91 4.31 -0.063
C -0.60 6.33 4.83 -0.293
N 0.43 6.63 5.22 0.156
H -2.49 5.47 5.11 0.087
H -2.43 6.76 3.89 0.089
H -1.75 5.17 3.52 0.051
C -5.31 -3.97 -6.22 -0.049
C -4.33 -3.40 -5.30 -0.252
N -3.55 -2.98 -4.58 0.159
H -6.20 -3.34 -6.24 0.085
H -4.89 -4.01 -7.22 0.089
H -5.58 -4.97 -5.90 0.083
C -1.70 -5.27 1.08 -0.061
C -1.65 -6.26 0.00 -0.262
N -1.61 -7.04 -0.84 0.162
H -2.13 -5.72 1.97 0.087
H -0.70 -4.92 1.30 0.077
H -2.32 -4.43 0.77 0.070
```

## Properties
* LUMO energy: -2.998 eV
* multiplicity: 1
* total charge: +1
* orbital gap: 9.18 eV
* DFT total energy: -5465.6808 hartree